228
Properties=species:S:1:pos:R:3 method="wB97M-V/def2-TZVPD" e_lumo_ev=0.54 e_homo_ev=-8.482 smiles=COCCNCCOC.COCCNCCOC.COCCNCCOC.COCCNCCOC.COCCNCCOC.COCCNCCOC.COCCNCCOC.CC(C)O.CC(C)O.CC(C)O.CC(C)O.CC(C)O gap_ev=9.02
C 5.057 8.832 0.532
O 6.245 9.466 0.056
C 6.363 10.825 0.425
C 7.466 11.608 -0.317
N 8.767 11.030 -0.293
C 9.808 11.768 -1.112
C 10.852 10.799 -1.656
O 10.127 9.862 -2.409
C 10.840 8.939 -3.207
H 5.042 8.793 1.621
H 5.014 7.792 0.209
H 4.152 9.364 0.240
H 6.449 10.953 1.504
H 5.469 11.362 0.111
H 7.487 12.553 0.225
H 7.076 11.890 -1.295
H 8.703 10.048 -0.521
H 10.300 12.526 -0.502
H 9.365 12.296 -1.956
H 11.413 10.335 -0.844
H 11.570 11.317 -2.291
H 11.366 8.146 -2.676
H 11.566 9.407 -3.871
H 10.133 8.400 -3.837
C 7.707 -1.287 -9.986
O 7.751 -1.488 -8.590
C 8.931 -1.986 -7.996
C 8.843 -1.750 -6.480
N 9.146 -0.349 -6.088
C 8.999 -0.076 -4.633
C 9.086 1.480 -4.450
O 8.966 1.719 -3.068
C 8.742 3.093 -2.668
H 7.532 -2.255 -10.455
H 8.662 -0.910 -10.351
H 6.860 -0.658 -10.258
H 9.838 -1.467 -8.307
H 8.964 -3.025 -8.322
H 9.629 -2.401 -6.097
H 7.834 -2.018 -6.168
H 8.630 0.310 -6.652
H 9.814 -0.646 -4.187
H 8.019 -0.381 -4.265
H 8.233 1.995 -4.893
H 9.924 1.938 -4.974
H 9.654 3.505 -2.237
H 8.019 2.985 -1.859
H 8.418 3.689 -3.521
C 10.951 1.776 14.511
O 9.999 0.990 13.795
C 10.296 -0.396 13.871
C 9.373 -1.377 13.157
N 9.421 -1.264 11.684
C 8.245 -1.817 11.057
C 8.332 -1.655 9.473
O 8.014 -0.304 9.138
C 8.149 -0.093 7.749
H 10.785 2.841 14.350
H 11.933 1.609 14.069
H 10.935 1.722 15.599
H 10.200 -0.613 14.935
H 11.318 -0.596 13.548
H 8.355 -1.133 13.460
H 9.508 -2.385 13.549
H 9.456 -0.266 11.532
H 7.340 -1.278 11.339
H 8.179 -2.885 11.262
H 7.673 -2.413 9.049
H 9.340 -1.927 9.159
H 9.185 -0.180 7.420
H 7.966 0.944 7.466
H 7.535 -0.753 7.137
C -4.088 -9.291 -2.402
O -4.713 -10.334 -1.647
C -4.402 -10.309 -0.259
C -4.835 -11.729 0.280
N -4.000 -12.766 -0.298
C -4.507 -14.099 -0.074
C -3.934 -15.148 -1.070
O -4.621 -14.993 -2.296
C -4.231 -15.935 -3.276
H -4.318 -9.259 -3.467
H -3.002 -9.379 -2.399
H -4.327 -8.335 -1.936
H -5.028 -9.561 0.228
H -3.316 -10.242 -0.203
H -5.896 -11.795 0.043
H -4.791 -11.768 1.368
H -3.860 -12.586 -1.282
H -5.597 -14.085 -0.048
H -4.230 -14.512 0.896
H -4.202 -16.146 -0.724
H -2.887 -14.973 -1.315
H -4.406 -16.966 -2.967
H -3.174 -15.736 -3.449
H -4.838 -15.775 -4.167
C 6.819 1.517 -10.001
O 5.954 1.004 -9.013
C 4.579 1.453 -9.212
C 3.575 0.632 -8.495
N 3.422 -0.678 -9.113
C 2.633 -1.574 -8.274
C 2.575 -3.055 -8.662
O 3.861 -3.656 -8.309
C 4.058 -5.003 -8.770
H 7.842 1.271 -9.717
H 6.770 2.605 -9.987
H 6.640 1.146 -11.010
H 4.323 1.433 -10.271
H 4.513 2.493 -8.892
H 2.602 1.120 -8.447
H 3.851 0.494 -7.449
H 4.269 -1.147 -9.402
H 1.628 -1.170 -8.396
H 3.008 -1.588 -7.251
H 2.419 -3.249 -9.723
H 1.785 -3.450 -8.022
H 5.146 -5.074 -8.776
H 3.668 -5.147 -9.777
H 3.565 -5.700 -8.092
C -15.467 9.806 4.871
O -14.457 8.932 5.341
C -14.888 7.996 6.296
C -13.708 7.149 6.814
N -13.070 6.544 5.638
C -11.670 6.196 5.820
C -11.132 5.700 4.439
O -9.748 5.420 4.561
C -9.116 4.832 3.409
H -16.236 9.283 4.303
H -15.125 10.627 4.241
H -15.863 10.388 5.704
H -15.679 7.469 5.761
H -15.412 8.440 7.143
H -14.113 6.432 7.528
H -12.957 7.763 7.311
H -13.190 7.236 4.912
H -11.545 5.362 6.510
H -10.984 6.974 6.154
H -11.260 6.396 3.610
H -11.655 4.789 4.147
H -9.283 5.480 2.549
H -9.508 3.823 3.276
H -8.034 4.876 3.533
C -5.793 2.686 -6.849
O -5.926 1.851 -8.023
C -6.371 0.475 -7.844
C -6.298 -0.318 -9.182
N -4.951 -0.224 -9.654
C -4.831 -0.418 -11.114
C -3.557 0.181 -11.610
O -3.708 1.586 -11.393
C -2.520 2.367 -11.720
H -6.733 2.793 -6.309
H -5.579 3.711 -7.152
H -4.982 2.327 -6.216
H -7.392 0.517 -7.465
H -5.763 -0.109 -7.153
H -6.985 0.138 -9.895
H -6.580 -1.356 -9.001
H -4.650 0.703 -9.390
H -5.662 0.078 -11.617
H -4.796 -1.475 -11.375
H -3.512 0.079 -12.694
H -2.643 -0.246 -11.197
H -2.683 3.445 -11.697
H -2.112 2.084 -12.690
H -1.755 2.203 -10.961
C 0.293 -6.706 5.934
C -0.503 -7.881 6.463
C 0.344 -8.780 7.323
O -1.521 -7.446 7.306
H 0.988 -6.328 6.684
H -0.384 -5.892 5.674
H 0.868 -7.013 5.061
H -0.987 -8.500 5.707
H -0.294 -9.448 7.902
H 0.919 -8.218 8.059
H 1.003 -9.331 6.653
H -2.170 -8.153 7.329
C 1.075 0.687 -0.487
C -0.402 0.343 -0.352
C -1.220 -0.115 -1.592
O -0.564 -0.709 0.554
H 1.558 -0.139 -1.009
H 1.638 0.777 0.442
H 1.163 1.646 -0.997
H -0.953 1.176 0.086
H -1.225 0.771 -2.227
H -2.268 -0.406 -1.527
H -0.644 -0.789 -2.228
H -0.440 -0.348 1.435
C -0.738 3.901 6.469
C -0.103 2.632 7.091
C -0.430 2.365 8.545
O -0.720 1.629 6.411
H -1.816 3.795 6.354
H -0.255 3.964 5.494
H -0.656 4.772 7.120
H 0.983 2.684 7.014
H -0.020 1.419 8.898
H -1.494 2.389 8.781
H 0.001 3.204 9.093
H -1.359 1.231 7.006
C -6.068 -0.633 7.420
C -5.458 -1.972 7.170
C -5.396 -2.239 5.725
O -4.187 -2.046 7.808
H -7.010 -0.590 6.873
H -5.403 0.150 7.056
H -6.245 -0.499 8.487
H -5.982 -2.792 7.660
H -4.848 -3.172 5.592
H -4.875 -1.484 5.138
H -6.387 -2.284 5.274
H -3.939 -2.974 7.807
C -9.983 -2.494 -0.411
C -11.206 -1.542 -0.228
C -11.649 -1.274 1.253
O -10.760 -0.336 -0.899
H -9.030 -2.287 0.075
H -9.747 -2.581 -1.472
H -10.280 -3.498 -0.108
H -12.022 -2.046 -0.746
H -12.469 -0.565 1.374
H -10.912 -0.882 1.954
H -12.027 -2.168 1.748
H -11.526 0.205 -1.105